Density functional theory data (ωB97M-V/def2-TZVPD) for a 3-piece molecular cluster, C30H55B2N2O5 overall.

Properties
E	-46571.1521	eV
LUMO energy (alpha / beta)	1.6 / 1.2	eV
largest force on an atom	0.032	hartree/bohr

```
! RIJCOSX wB97M-V def2-TZVPD def2/J DEFGRID3
* xyz -1 3
C 7.71627 0.80015 -0.45436
C 8.27156 -0.56794 0.00695
B 8.46826 -1.57575 -1.22381
O 8.79761 -0.94995 -2.47000
B 8.37862 -3.27093 -1.17432
C 8.00613 -3.88549 0.34116
C 9.27782 -4.11609 1.14872
O 9.12987 -3.95253 2.57076
C 7.45647 -3.91215 -2.41193
C 6.15623 -3.24695 -2.66783
O 5.86554 -2.79267 -3.75383
C 5.15023 -3.03489 -1.57274
C 4.36232 -1.88267 -1.62931
C 3.38379 -1.61855 -0.67732
C 3.17051 -2.53066 0.35035
C 3.94643 -3.68503 0.40942
C 4.93387 -3.93480 -0.53805
H 7.49416 1.44743 0.39183
H 8.45788 1.29923 -1.07044
H 6.83089 0.65829 -1.06594
H 9.25026 -0.40449 0.46542
H 7.59288 -0.98914 0.74299
H 9.73205 -0.72578 -2.45811
H 9.53605 -3.65267 -1.39627
H 7.54320 -4.86618 0.20876
H 7.32700 -3.25765 0.91722
H 10.06876 -3.43964 0.84241
H 9.63659 -5.12261 0.92004
H 8.39818 -4.52210 2.81969
H 7.31540 -4.98855 -2.27091
H 8.00616 -3.79380 -3.34078
H 4.52510 -1.19105 -2.44046
H 2.79348 -0.72264 -0.76297
H 2.40217 -2.33229 1.08022
H 3.77041 -4.37520 1.22044
H 5.52164 -4.83283 -0.47154
C -2.25235 1.30183 1.00405
C -0.77569 1.53303 0.62596
C -0.48009 3.03106 0.55355
C -1.09506 3.70936 -0.67022
C -0.69076 2.98538 -1.95396
C -0.99123 1.48658 -1.92408
N -0.45009 0.87474 -0.67400
O 0.81825 0.65778 -0.77642
C -2.50770 1.23901 -2.05178
C -0.34369 0.81002 -3.12757
C 0.06541 0.89874 1.72846
H -2.93798 2.00367 0.53347
H -2.56719 0.28942 0.74705
H -2.39192 1.42427 2.07859
H 0.60390 3.18153 0.53233
H -0.84293 3.50654 1.46785
H -2.18444 3.74971 -0.58131
H -0.75728 4.74677 -0.71707
H -1.20029 3.42927 -2.81194
H 0.38164 3.13146 -2.11700
H -2.74146 0.18858 -1.87242
H -2.83357 1.48371 -3.06278
H -3.11635 1.84297 -1.38313
H 0.72669 0.99717 -3.18127
H -0.79514 1.19692 -4.04092
H -0.49924 -0.26927 -3.10008
H -0.10251 -0.17847 1.77707
H -0.21711 1.33267 2.68740
H 1.13051 1.07180 1.58787
C -9.04328 0.24644 0.19809
C -7.51826 0.43777 0.34161
C -6.99017 -0.37560 1.52356
C -7.36835 0.21230 2.88214
C -6.95391 1.68005 2.97315
C -7.48229 2.53144 1.81838
N -7.16977 1.88201 0.50994
O -5.94419 2.09955 0.16866
C -8.99680 2.76731 1.97315
C -6.82984 3.90889 1.85858
C -6.89330 -0.07433 -0.95136
H -9.56953 0.20864 1.14955
H -9.48029 1.04100 -0.40766
H -9.25293 -0.69915 -0.30077
H -5.89889 -0.43424 1.45850
H -7.36211 -1.39905 1.44036
H -8.44156 0.10564 3.06324
H -6.87179 -0.35377 3.67233
H -7.30006 2.11068 3.91517
H -5.86064 1.73554 2.98694
H -9.40776 3.23492 1.07755
H -9.17853 3.43895 2.81204
H -9.56516 1.86406 2.17903
H -5.74330 3.85098 1.84391
H -7.12283 4.41713 2.77675
H -7.15157 4.51898 1.01323
H -7.22715 0.51448 -1.80725
H -7.19622 -1.10871 -1.10942
H -5.80569 -0.04963 -0.92251
*
```

Löwdin analysis output, partial charges in e: atom 1 (C): -0.1359, atom 2 (C): -0.1662, atom 3 (B): -0.3746, atom 4 (O): 0.0396, atom 5 (B): -0.4527, atom 6 (C): -0.1927, atom 7 (C): -0.3091, atom 8 (O): -0.1047, atom 9 (C): -0.1070, atom 10 (C): -0.3993, atom 11 (O): 0.0596, atom 12 (C): -0.1332, atom 13 (C): -0.0153, atom 14 (C): -0.0757, atom 15 (C): -0.0985, atom 16 (C): -0.0866, atom 17 (C): -0.0342, atom 18 (H): 0.0533, atom 19 (H): 0.0548, atom 20 (H): 0.0610, atom 21 (H): 0.0962, atom 22 (H): 0.0811, atom 23 (H): 0.0818, atom 24 (H): 0.0959, atom 25 (H): 0.0652, atom 26 (H): 0.0769, atom 27 (H): 0.0942, atom 28 (H): 0.1032, atom 29 (H): 0.0620, atom 30 (H): 0.0980, atom 31 (H): 0.0913, atom 32 (H): 0.1123, atom 33 (H): 0.0722, atom 34 (H): 0.0863, atom 35 (H): 0.0908, atom 36 (H): 0.0999, atom 37 (C): -0.0349, atom 38 (C): -0.4897, atom 39 (C): -0.1329, atom 40 (C): -0.1724, atom 41 (C): -0.1321, atom 42 (C): -0.4917, atom 43 (N): -0.0859, atom 44 (O): -0.0256, atom 45 (C): -0.0330, atom 46 (C): -0.0402, atom 47 (C): -0.0414, atom 48 (H): 0.0528, atom 49 (H): 0.0906, atom 50 (H): 0.0816, atom 51 (H): 0.1262, atom 52 (H): 0.1235, atom 53 (H): 0.1013, atom 54 (H): 0.1106, atom 55 (H): 0.1230, atom 56 (H): 0.1260, atom 57 (H): 0.0904, atom 58 (H): 0.0853, atom 59 (H): 0.0541, atom 60 (H): 0.0827, atom 61 (H): 0.0850, atom 62 (H): 0.0944, atom 63 (H): 0.0924, atom 64 (H): 0.0838, atom 65 (H): 0.0821, atom 66 (C): -0.0322, atom 67 (C): -0.4897, atom 68 (C): -0.1309, atom 69 (C): -0.1709, atom 70 (C): -0.1319, atom 71 (C): -0.4945, atom 72 (N): -0.0904, atom 73 (O): -0.0287, atom 74 (C): -0.0328, atom 75 (C): -0.0437, atom 76 (C): -0.0412, atom 77 (H): 0.0599, atom 78 (H): 0.0911, atom 79 (H): 0.0835, atom 80 (H): 0.1236, atom 81 (H): 0.1260, atom 82 (H): 0.1011, atom 83 (H): 0.1131, atom 84 (H): 0.1243, atom 85 (H): 0.1232, atom 86 (H): 0.0919, atom 87 (H): 0.0852, atom 88 (H): 0.0570, atom 89 (H): 0.0777, atom 90 (H): 0.0860, atom 91 (H): 0.0924, atom 92 (H): 0.0943, atom 93 (H): 0.0869, atom 94 (H): 0.0737

=====

Density functional theory data (ωB97M-V/def2-TZVPD) for an isolated molecule of CH4IOPS.

Properties
SMILES	C[P@](O)(=S)I
E	-31373.9992	eV
LUMO energy	-1.3	eV
largest force on an atom	0.093	hartree/bohr
energy above the lowest of the compared OMol25 structures with the same formula, charge and spin	168.9	kJ/mol

```
! RIJCOSX wB97M-V def2-TZVPD def2/J DEFGRID3
* xyz 0 1
C 0.61515 0.49384 -0.81267
P -0.62612 -0.51482 0.01565
O -0.16148 -0.20761 1.96115
S -0.48570 -2.49727 -0.16690
I -2.77643 0.82883 -0.06504
H 0.80944 1.44143 -0.31956
H 1.60843 0.00127 -1.03576
H 0.26818 0.96309 -1.68538
H 0.74853 -0.50876 2.10851
*
```

Löwdin analysis output, partial charges in e: atom 1 (C): -0.3444, atom 2 (P): 0.0342, atom 3 (O): -0.4018, atom 4 (S): 0.1491, atom 5 (I): 0.4225, atom 6 (H): 0.0491, atom 7 (H): 0.0825, atom 8 (H): 0.0120, atom 9 (H): -0.0031

=====

Density functional theory data (ωB97M-V/def2-TZVPD) for C25H32NO2Sn as an isolated structure.

Properties
E	-37851.1840	eV
LUMO energy (alpha / beta)	-6.3 / -6.0	eV
largest force on an atom	0.049	hartree/bohr
energy above the lowest of the compared OMol25 structures with the same formula, charge and spin	0.0	kJ/mol

```
! RIJCOSX wB97M-V def2-TZVPD def2/J DEFGRID3
* xyz 1 1
C 2.56573 -0.16224 2.18447
C 2.62785 -0.89042 0.97123
C 2.24504 -0.05444 -0.09170
H 2.97236 -1.91764 0.87130
C 1.90611 1.23631 0.45467
C 2.10427 1.15489 1.89575
H 1.77552 2.15671 -0.11242
C -1.16597 -1.95802 2.58865
C -0.14859 -2.77932 2.05728
C -0.23643 -2.75565 0.63870
H 0.56590 -3.36118 2.63492
C -1.32944 -1.94342 0.26250
C -1.89834 -1.39626 1.48705
H 2.28064 -0.29582 -1.15228
H 2.08499 2.00281 2.58188
H 2.90501 -0.50777 3.15827
H -2.82562 -0.82420 1.54822
H 0.40814 -3.30115 -0.05208
H -1.40759 -1.81781 3.64185
Sn -0.30401 0.68499 1.27439
C -1.86257 -1.67099 -1.12822
C -3.38115 -1.91025 -1.10341
C -1.18038 -2.58225 -2.15215
H -3.58313 -2.94696 -0.79372
H -3.78663 -1.73550 -2.10538
H -3.87393 -1.22576 -0.39833
H -1.33506 -3.63388 -1.87559
H -0.10156 -2.37828 -2.20653
H -1.62520 -2.40438 -3.13792
C -1.55555 -0.17853 -1.46702
C -2.05965 0.36869 -2.80765
H -0.46245 -0.02783 -1.43816
H -2.02393 0.48068 -0.70578
O -2.98366 -0.11623 -3.45751
N -1.42893 1.49033 -3.28810
C -0.27437 2.20645 -2.74588
H -1.88263 1.91079 -4.09327
C 1.05818 1.63639 -3.20064
C 2.23909 2.29981 -2.84462
H 2.16598 3.23578 -2.28123
C 3.48124 1.77105 -3.19789
H 4.39542 2.28401 -2.88610
C 3.54702 0.58997 -3.94925
H 4.51624 0.17923 -4.23187
C 2.37097 -0.05525 -4.34684
H 2.40388 -0.96695 -4.94610
C 1.12726 0.47477 -3.97732
H 0.20458 -0.01031 -4.30707
H -0.31853 2.23791 -1.63852
H -0.35390 3.25441 -3.07751
C 0.31919 1.88757 5.12156
C -0.61594 1.00002 4.32971
C -1.99255 0.87018 4.94506
O -0.74751 1.55929 3.02596
H 0.03810 2.93973 4.99111
H 1.34662 1.75931 4.76746
H 0.28310 1.64187 6.18718
H -0.17285 -0.01296 4.28044
H -2.52797 1.82679 4.89249
H -2.58224 0.11555 4.41229
H -1.91017 0.56535 5.99367
*
```

Löwdin analysis output, partial charges in e: atom 1 (C): -0.0707, atom 2 (C): -0.0908, atom 3 (C): -0.1178, atom 4 (H): 0.1195, atom 5 (C): -0.2409, atom 6 (C): -0.2124, atom 7 (H): 0.0974, atom 8 (C): -0.0955, atom 9 (C): -0.0326, atom 10 (C): -0.0421, atom 11 (H): 0.1268, atom 12 (C): -0.2276, atom 13 (C): -0.1366, atom 14 (H): 0.1062, atom 15 (H): 0.1124, atom 16 (H): 0.1227, atom 17 (H): 0.1211, atom 18 (H): 0.1209, atom 19 (H): 0.1098, atom 20 (Sn): 1.6218, atom 21 (C): -0.4841, atom 22 (C): -0.0116, atom 23 (C): -0.0213, atom 24 (H): 0.1071, atom 25 (H): 0.0882, atom 26 (H): 0.0897, atom 27 (H): 0.1026, atom 28 (H): 0.0896, atom 29 (H): 0.0973, atom 30 (C): -0.1107, atom 31 (C): -0.4466, atom 32 (H): 0.0789, atom 33 (H): 0.0872, atom 34 (O): 0.0609, atom 35 (N): 0.0632, atom 36 (C): -0.1357, atom 37 (H): 0.1597, atom 38 (C): -0.2273, atom 39 (C): -0.0736, atom 40 (H): 0.1183, atom 41 (C): -0.0743, atom 42 (H): 0.1128, atom 43 (C): -0.0798, atom 44 (H): 0.1086, atom 45 (C): -0.0671, atom 46 (H): 0.1109, atom 47 (C): -0.0390, atom 48 (H): 0.1147, atom 49 (H): 0.0991, atom 50 (H): 0.1403, atom 51 (C): -0.0460, atom 52 (C): -0.5700, atom 53 (C): -0.0507, atom 54 (O): -0.4000, atom 55 (H): 0.0969, atom 56 (H): 0.0654, atom 57 (H): 0.0899, atom 58 (H): 0.1104, atom 59 (H): 0.0965, atom 60 (H): 0.0680, atom 61 (H): 0.0906